ORCA calculation (ωB97M-V/def2-TZVPD) on a structure of composition C16H32I2NOP2RhSi.

Structure (XYZ):
```
56
Properties=species:S:1:pos:R:3:forces:R:3:lowdin_charge:R:1
I 4.376473 6.281917 -3.091635 2.5 -0.8 0.9 0.045
I 1.983795 7.079735 -4.006650 -2.5 0.8 -0.9 0.046
Rh 0.674791 1.414284 -0.854726 -1.4 -2.6 1.6 0.714
P 0.967014 0.126360 -2.759486 0.5 -1.3 -2.2 0.756
C 1.787742 0.908026 -4.199166 -0.1 0.2 0.4 -0.237
C 1.955347 -1.389797 -2.477104 0.0 0.4 0.3 -0.209
H 1.997094 -2.008664 -3.380052 -0.1 0.2 0.1 0.079
H -0.405521 -1.190791 -4.304056 0.1 0.1 0.2 0.078
H 1.491905 -1.948432 -1.659986 0.3 0.0 -0.5 0.000
H -1.127566 -1.054370 -2.667711 0.1 0.1 -0.4 0.004
H 2.786185 1.245424 -3.907876 0.0 -0.1 -0.1 0.058
H 2.968473 -1.108376 -2.177453 0.0 -0.1 -0.1 0.064
C -0.597446 -0.519443 -3.459980 -0.1 0.5 0.5 -0.211
H 1.870359 0.204780 -5.034321 -0.1 0.1 0.2 0.070
H -1.216818 0.318667 -3.790611 0.0 -0.1 -0.1 0.061
H 1.210698 1.781292 -4.515035 0.1 -0.1 -0.1 0.057
P 0.260133 2.465202 1.169121 -0.3 1.6 2.0 0.754
C 0.786954 4.211022 1.346882 0.0 -0.3 -0.3 -0.232
C -1.512594 2.506265 1.628772 0.2 0.0 -0.8 -0.239
H 0.728280 0.589377 2.601478 0.3 0.2 0.2 -0.016
H 0.754778 2.115740 3.543537 0.0 -0.1 -0.3 0.078
H 2.130601 1.673140 2.489406 -0.1 0.0 0.1 0.066
C 1.043845 1.635864 2.602077 0.3 -0.1 -0.7 -0.233
H -1.893707 1.482338 1.598319 -0.2 0.6 0.0 -0.024
H -1.652086 2.930201 2.629176 0.1 -0.1 -0.2 0.080
H 0.538121 4.597780 2.340603 0.0 -0.1 -0.2 0.071
H 0.290265 4.818701 0.585447 0.0 0.0 0.1 0.059
H -2.060606 3.104993 0.896354 0.0 0.0 0.1 0.067
H 1.866584 4.281580 1.189262 -0.1 0.0 0.1 0.059
C 1.459518 2.883932 -1.588954 2.8 5.3 -2.8 -0.278
O 1.963706 3.828726 -2.061197 -2.2 -4.0 2.1 0.073
C -1.647808 0.154055 3.549404 -0.2 0.9 0.3 -0.206
Si -1.206394 -0.817152 1.918898 -1.6 -1.4 2.7 0.575
C -0.339003 -2.201291 2.896747 0.6 -0.5 -0.5 -0.157
C -2.961497 -1.440584 1.596799 -0.2 0.0 -0.9 -0.155
N -0.284129 -0.360438 0.225274 -0.4 -0.5 1.1 0.003
C -0.232250 -1.744225 -0.174918 0.1 -1.7 0.2 -0.457
C 0.809788 -2.605574 0.296540 -0.5 0.2 -0.8 -0.107
C 0.783322 -3.979111 0.016648 -0.4 0.7 -0.1 -0.045
C -0.291202 -4.536255 -0.678086 0.0 0.2 0.1 -0.034
C -1.354052 -3.732984 -1.076327 0.5 0.2 0.3 -0.033
C -1.333417 -2.365941 -0.806708 0.3 0.4 -0.1 -0.106
H -2.440149 0.921885 3.483626 0.6 -0.2 -0.1 0.041
H -0.787950 0.546948 4.114851 -0.4 0.0 -0.3 0.034
H -2.113796 -0.573426 4.244300 0.4 -0.1 -0.8 0.058
H -0.871245 -2.399753 3.848166 0.1 0.6 -0.5 0.065
H -0.360119 -3.172924 2.373611 0.3 0.5 0.2 0.043
H 0.700407 -1.899546 3.141130 -0.4 -0.5 0.0 0.053
H -3.545805 -0.653840 1.078223 0.0 -0.6 0.2 0.053
H -2.998750 -2.385524 1.029363 -0.1 0.6 0.1 0.037
H -3.451909 -1.662947 2.566872 0.5 0.4 -0.4 0.068
H 1.639713 -2.192033 0.853590 0.0 0.0 0.0 0.124
H 1.590814 -4.616158 0.353512 0.0 0.1 0.0 0.126
H -0.316361 -5.599300 -0.883405 0.0 0.1 0.0 0.123
H -2.208208 -4.168947 -1.576948 0.0 0.1 0.0 0.126
H -2.206311 -1.780405 -1.075594 0.1 0.1 0.0 0.116
```
Forces are in eV/Å.

Computed properties:
charge: +2
HOMO (spin up / spin down): -11.25 / -13.02 eV
molecular weight: 701.2 g mol⁻¹
energy above the lowest of the compared OMol25 structures with the same formula, charge and spin: 12.5 kJ/mol
F_max: 6.62 eV/Å
multiplicity: 5

***

ORCA calculation (ωB97M-V/def2-TZVPD) on a structure of composition C16H32Li6O12P2.

Structure (XYZ):
```
68
Properties=species:S:1:pos:R:3:forces:R:3:lowdin_charge:R:1
Li 0.540184 1.298704 0.277757 0.3 1.2 0.2 0.602
Li 0.444696 1.265582 -3.916815 -0.2 0.6 0.4 0.687
Li 1.915978 -0.229748 -2.208741 0.6 1.2 -0.3 0.682
Li 0.088733 -2.050619 0.327917 0.9 0.3 -0.5 0.675
Li -1.171650 2.472193 -1.488183 0.9 0.5 -0.3 0.672
Li -2.421462 -0.535439 -0.103783 0.1 0.6 -1.2 0.740
P -0.249561 -0.354738 -1.391832 -0.1 0.6 -0.3 -0.081
O 0.164743 -0.280019 -2.869962 -1.6 -0.9 1.0 -0.462
O -1.074826 -1.595369 -1.015930 -1.2 -1.6 0.5 -0.496
O -1.058569 0.778971 -0.706793 -1.1 -0.4 -0.6 -0.538
O 1.040972 -0.447740 -0.534596 0.5 -0.6 0.3 -0.500
P 1.117374 2.898250 -2.256794 2.6 5.9 -0.2 -0.114
O 1.861896 1.608552 -2.790578 1.0 0.2 1.0 -0.570
O 0.626683 2.869347 -0.790179 0.1 -1.9 1.2 -0.508
O -0.144788 2.933314 -3.090094 -3.7 -2.1 -1.8 -0.522
O 1.706366 4.330407 -2.452070 0.9 -2.8 0.1 -0.436
C 4.037029 0.153884 2.479931 0.9 -1.6 0.9 -0.154
C 4.590655 1.150959 1.484128 0.1 0.8 1.4 -0.157
C 3.362248 1.419529 0.722617 -0.6 0.6 -1.9 -0.202
O 2.266439 1.341144 1.649531 -0.9 0.7 -0.6 -0.166
C 2.511572 0.337757 2.591957 1.7 0.4 0.2 -0.208
H 4.539174 0.237956 3.443709 0.0 -0.2 0.0 0.110
H 4.187649 -0.850464 2.084086 0.3 -0.2 0.2 0.105
H 5.505782 0.898897 0.948312 -0.4 -0.5 -0.2 0.127
H 4.840160 2.079904 1.996870 0.1 0.1 0.3 0.119
H 3.196052 0.695504 -0.075041 0.0 -0.1 -0.1 0.104
H 3.403113 2.404056 0.256635 -0.6 0.0 0.0 0.145
H 2.012749 -0.612893 2.403406 -0.3 -0.1 -0.4 0.103
H 2.235964 0.659185 3.596363 -0.2 0.3 0.0 0.115
C 0.072723 3.831694 3.388710 0.0 1.2 -0.7 -0.171
C -0.942382 2.924483 3.977098 -0.3 0.4 1.1 -0.192
C -0.916434 1.783972 2.981173 0.5 0.6 0.9 -0.169
O -0.588683 2.406995 1.711202 -0.5 -2.3 0.1 -0.190
C -0.285014 3.755962 1.911156 0.8 1.7 0.7 -0.210
H 1.060398 3.417875 3.592102 0.2 0.0 -0.3 0.119
H 0.055278 4.851727 3.772530 -0.1 0.0 0.0 0.123
H -1.929498 3.382166 4.042068 -0.1 0.1 -0.2 0.118
H -0.604261 2.762047 5.000525 -0.4 -0.9 0.1 0.118
H -1.856445 1.239842 3.072913 -0.2 0.0 -1.0 0.115
H -0.128213 1.112760 3.322161 0.3 -0.3 -0.5 0.103
H -1.162026 4.349370 1.652651 -0.3 0.2 0.3 0.128
H 0.521935 4.188710 1.319830 0.0 -1.0 -0.6 0.128
C -5.643426 0.023843 -3.384925 -0.1 0.3 -0.9 -0.175
C -4.328553 -0.248525 -4.086141 0.3 -1.8 -0.6 -0.149
C -3.472036 -0.888831 -2.977153 -0.5 1.8 -0.7 -0.175
O -3.851441 -0.032266 -1.906634 0.7 0.1 2.7 -0.207
C -5.145209 0.540641 -2.059071 -0.4 -0.4 -0.7 -0.194
H -6.259138 -0.875404 -3.404026 -0.1 0.1 0.5 0.116
H -6.175000 0.850276 -3.856656 -0.3 -0.3 -0.3 0.115
H -3.912707 0.681214 -4.474401 0.4 -0.2 0.1 0.127
H -4.390369 -1.008155 -4.865402 -0.3 0.4 -0.5 0.115
H -2.406171 -0.764804 -3.168594 0.0 -0.1 0.2 0.100
H -3.680710 -1.921920 -2.699144 -0.2 -0.1 -0.4 0.126
H -5.079842 1.619655 -2.198915 0.4 0.1 0.6 0.125
H -5.843888 0.303221 -1.256834 0.4 0.0 0.4 0.121
C 1.849100 -5.556222 0.738565 -1.1 -1.4 0.6 -0.153
C 0.800421 -5.607680 -0.389413 0.7 -0.4 0.3 -0.135
C 1.003241 -4.213833 -0.948980 -1.7 -0.9 -2.2 -0.215
O 1.452993 -3.405608 0.093990 0.5 1.5 -0.5 -0.203
C 1.604857 -4.178899 1.243263 1.1 -0.1 0.6 -0.221
H 2.890448 -5.717409 0.459780 -0.2 0.1 -0.4 0.128
H 1.572780 -6.311138 1.474672 0.3 0.0 0.2 0.120
H -0.202539 -5.754523 0.011355 0.0 0.1 0.3 0.116
H 0.971233 -6.466275 -1.038834 0.1 0.4 -0.4 0.120
H 0.080636 -3.751834 -1.300372 -0.2 -0.2 -0.3 0.107
H 1.648346 -4.289647 -1.824308 0.6 0.5 0.3 0.135
H 0.650750 -4.128197 1.767865 0.2 -0.1 0.9 0.130
H 2.493484 -3.782350 1.734367 -0.5 0.1 0.7 0.138
```
Forces are in eV/Å.

Computed properties:
HOMO: -5.29 eV
molecular weight: 520.0 g mol⁻¹
energy above the lowest of the compared OMol25 structures with the same formula, charge and spin: 330.1 kJ/mol
F_max: 6.42 eV/Å
multiplicity: 1

***

ORCA calculation (ωB97M-V/def2-TZVPD) on a structure of composition C16H32N3Si2Zr.

Structure (XYZ):
```
54
Properties=species:S:1:pos:R:3:forces:R:3:lowdin_charge:R:1
Zr 1.282464 -0.749319 -0.481119 0.1 -0.4 -0.2 1.212
N -4.412863 -2.064036 -0.480809 0.0 0.0 0.0 0.260
C -3.175962 -1.191233 -0.267178 0.0 0.0 0.0 -0.248
C -2.494956 -0.829346 -1.584669 0.0 0.0 0.0 -0.070
C -1.550185 -1.905148 -2.169395 0.0 -0.1 0.1 -0.302
N -0.166738 -1.335050 -2.327632 0.0 0.0 0.0 -0.030
C -1.494022 -3.173725 -1.320671 0.0 0.0 0.0 -0.098
C -1.315044 -2.948889 0.180972 0.0 0.0 -0.1 -0.306
N 0.124867 -2.642347 0.483682 0.0 0.0 0.0 -0.030
C -2.203948 -1.810297 0.731716 0.0 -0.1 0.0 -0.073
H -5.087085 -1.596813 -1.096241 0.0 0.0 0.0 0.189
H -4.896514 -2.237202 0.406709 0.0 0.0 0.0 0.189
H -4.204676 -2.974904 -0.895996 0.0 0.0 0.0 0.165
H -3.589626 -0.282628 0.169708 0.0 0.0 0.0 0.168
H -1.904769 0.064948 -1.359121 0.0 0.0 0.0 0.108
H -3.232919 -0.515696 -2.325492 0.0 0.0 0.0 0.142
H -1.894638 -2.192028 -3.163204 0.0 0.1 0.0 0.158
H -0.249753 -0.457078 -2.844294 0.0 0.0 0.0 0.088
H 0.332779 -1.951370 -2.972670 0.0 0.0 0.0 0.125
H -0.712241 -3.841213 -1.694187 0.0 0.0 0.0 0.140
H -2.411975 -3.745174 -1.486139 0.0 0.0 0.0 0.128
H -1.558502 -3.885586 0.683562 0.0 0.0 0.0 0.158
H 0.651336 -3.506556 0.339099 0.0 0.0 0.0 0.125
H 0.202797 -2.472228 1.488718 0.0 0.0 0.0 0.088
H -1.552492 -0.982011 1.035377 0.0 0.0 0.0 0.104
H -2.726242 -2.123276 1.637804 0.0 0.0 0.0 0.142
C 0.420510 -0.122016 3.343120 0.1 0.1 0.1 -0.186
Si 1.238315 0.425889 1.767651 0.0 0.1 0.1 0.548
C 2.872797 -0.673899 1.410660 0.2 0.0 -0.3 -0.248
C 1.723095 2.204140 1.649175 0.0 0.0 0.1 -0.334
C 2.246038 2.949452 2.706317 0.0 0.0 0.0 -0.061
C 2.618259 4.272935 2.511821 0.0 0.0 0.0 -0.023
C 2.470409 4.864119 1.263553 0.0 0.0 0.0 -0.022
C 1.949587 4.135111 0.202736 0.0 0.0 0.0 -0.061
C 1.573194 2.803765 0.382662 0.0 0.1 0.0 -0.335
Si 0.919897 1.717322 -0.960824 0.0 0.1 0.0 0.549
C 2.495018 0.887453 -1.879943 0.2 -0.2 0.1 -0.248
C -0.212857 2.508697 -2.202811 0.1 0.1 0.0 -0.188
H 0.970025 0.280150 4.197994 0.0 0.0 0.0 0.053
H 0.342894 -1.200825 3.486196 0.0 0.0 0.0 0.033
H -0.581490 0.312466 3.378584 0.0 0.0 0.1 0.046
H 3.500080 -0.357770 2.250216 -0.2 0.0 0.2 0.082
H 3.541093 -0.389376 0.573062 -0.1 -0.1 0.1 0.034
H 2.861858 -1.769998 1.475246 0.0 0.0 0.0 0.047
H 2.359862 2.508197 3.689988 0.0 0.0 0.0 0.114
H 3.018836 4.845875 3.337270 0.0 0.0 0.0 0.128
H 2.756058 5.897190 1.117762 0.0 0.0 0.0 0.128
H 1.833267 4.616769 -0.761504 0.0 0.0 0.0 0.114
H 2.979156 1.786925 -2.273285 -0.2 0.1 0.0 0.082
H 2.381400 0.234132 -2.755286 0.0 0.0 -0.1 0.047
H 3.328368 0.490958 -1.265588 -0.1 0.0 -0.1 0.034
H 0.205370 3.468427 -2.516573 0.0 0.0 0.0 0.053
H -1.164435 2.724506 -1.710888 0.0 0.0 0.0 0.046
H -0.405698 1.927611 -3.105839 0.0 0.0 0.0 0.033
```
Forces are in eV/Å.

Computed properties:
charge: +3
HOMO: -16.57 eV
molecular weight: 413.8 g mol⁻¹
energy above the lowest of the compared OMol25 structures with the same formula, charge and spin: 0.0 kJ/mol
F_max: 0.43 eV/Å
multiplicity: 1

***

ORCA calculation (ωB97M-V/def2-TZVPD) on a structure of composition C16H32N4ORuS.

Structure (XYZ):
```
55
Properties=species:S:1:pos:R:3:forces:R:3:lowdin_charge:R:1
Ru -2.148890 -0.087305 -0.150037 -0.5 -0.8 -0.4 1.035
N -2.834553 -2.169802 0.287290 0.3 0.1 0.1 -0.058
C -2.617480 -2.474789 1.713639 -0.1 0.0 0.0 -0.231
C -3.242145 -1.360829 2.533584 0.1 0.1 0.1 -0.195
N -2.656059 -0.070107 2.121709 0.0 -0.1 0.0 -0.169
C -3.415335 1.126863 2.506395 0.0 0.0 0.2 -0.202
C -3.092330 2.269051 1.563645 0.0 0.1 0.0 -0.236
N -3.275066 1.804845 0.182669 0.1 0.0 -0.1 -0.069
H -3.825183 -2.208929 0.071201 0.0 0.0 -0.1 0.092
H -2.377256 -2.844506 -0.317933 0.1 0.0 0.1 0.102
H -1.541999 -2.502431 1.887112 0.0 0.0 0.0 0.107
H -3.045320 -3.437136 2.003217 0.0 0.0 0.0 0.123
H -3.085351 -1.561853 3.597177 -0.1 0.0 0.0 0.130
H -4.321053 -1.319477 2.365619 0.0 0.0 -0.1 0.122
H -1.722394 -0.024889 2.522457 0.1 0.0 -0.2 0.090
H -3.203872 1.438239 3.533596 -0.1 -0.1 0.0 0.128
H -4.480987 0.890640 2.458378 0.0 0.0 -0.1 0.122
H -2.049827 2.569831 1.679575 0.0 0.0 0.0 0.107
H -3.722004 3.129340 1.804466 0.0 0.0 0.0 0.123
H -3.014413 2.506779 -0.501742 0.1 0.0 0.1 0.094
H -4.252914 1.586309 0.020025 0.0 0.0 -0.1 0.094
C -1.225458 -0.074986 -4.150904 0.0 0.0 0.0 -0.065
C -0.685190 0.126734 -2.735241 0.0 -0.3 0.0 -0.715
C 0.278654 -1.016599 -2.384791 -0.1 0.0 0.1 -0.050
C 0.015734 1.488745 -2.644030 -0.1 0.0 0.0 -0.060
N -1.835755 0.158668 -1.833608 -0.1 0.7 0.4 -0.164
H -0.402945 -0.097246 -4.868487 0.0 0.0 0.0 0.089
H -1.904029 0.735583 -4.416817 0.0 0.0 0.0 0.079
H -1.769632 -1.017798 -4.220634 0.0 0.0 0.0 0.079
H 1.240505 -0.884519 -2.881824 0.0 0.0 0.0 0.088
H -0.138808 -1.972670 -2.708090 0.0 0.0 0.0 0.080
H 0.457205 -1.072699 -1.310787 0.0 0.0 0.0 0.038
H 0.936281 1.472613 -3.229472 0.0 0.0 0.0 0.088
H 0.260534 1.730241 -1.609472 0.0 0.0 0.0 0.028
H -0.630379 2.273812 -3.039291 0.0 0.0 0.0 0.081
C 6.384202 -0.918246 -0.746926 -0.1 0.0 0.0 -0.038
C 4.992227 -0.517754 -0.339783 0.1 0.0 0.0 -0.255
C 4.480206 0.732909 -0.673197 0.0 0.0 0.0 -0.025
C 3.198782 1.103802 -0.294389 0.0 0.0 0.0 -0.077
C 2.435180 0.216749 0.446753 -0.1 -0.2 0.0 -0.420
C 2.912347 -1.041062 0.783447 0.0 0.0 0.0 -0.062
C 4.189083 -1.398616 0.386105 0.0 0.0 0.0 -0.022
S 0.791202 0.705442 0.907701 0.1 0.3 -0.1 0.899
C 1.192149 1.448659 2.492993 0.0 -0.2 0.1 -0.216
O -0.014125 -0.544758 1.210286 0.1 0.2 0.0 -0.595
H 6.789928 -0.241173 -1.496284 0.0 0.0 0.0 0.079
H 6.397086 -1.929236 -1.153521 0.0 0.0 0.0 0.086
H 7.052963 -0.903677 0.115516 0.0 0.0 0.0 0.091
H 5.085674 1.420218 -1.250811 0.0 0.0 0.0 0.119
H 2.798215 2.069121 -0.584128 0.0 0.0 0.0 0.114
H 2.280480 -1.729195 1.331152 0.0 0.0 0.0 0.113
H 4.571074 -2.380793 0.637475 0.0 0.0 0.0 0.122
H 1.728640 0.725750 3.106694 0.0 0.0 0.0 0.071
H 0.256302 1.743949 2.967439 0.0 0.0 0.0 0.043
H 1.806081 2.328172 2.304894 0.0 0.0 0.0 0.068
```
Forces are in eV/Å.

Computed properties:
charge: +1
HOMO (spin up / spin down): -9.79 / -10.08 eV
molecular weight: 429.6 g mol⁻¹
F_max: 1.01 eV/Å
multiplicity: 2